{"formula": "C41H40Cl3N12NaO9", "method": "ωB97M-V with the def2-TZVPD basis set", "homo_lumo_gap_ev": 6.0, "charge": -2, "max_force_ev_per_a": 1.14, "de_lowest_kj_mol": 87.8, "species": ["Na", "N", "N", "C", "N", "N", "N", "O", "O", "H", "H", "H", "H", "H", "Cl", "C", "C", "C", "Cl", "C", "O", "C", "C", "O", "C", "H", "H", "H", "O", "C", "O", "C", "C", "C", "N", "C", "C", "C", "O", "O", "H", "H", "H", "N", "C", "C", "C", "C", "C", "C", "C", "N", "C", "C", "N", "C", "H", "H", "H", "H", "H", "H", "H", "C", "C", "C", "C", "C", "O", "C", "C", "C", "C", "C", "C", "Cl", "C", "C", "C", "N", "C", "N", "C", "N", "H", "H", "H", "H", "H", "H", "H", "H", "H", "H", "H", "H", "H", "H", "H", "H", "H", "H", "H", "H", "H", "H"], "xyz": [[-1.5601, 0.7054, -1.6273], [-2.1415, -1.9546, 0.5612], [-1.5929, -3.1995, 0.8511], [-0.6680, -3.8904, 0.1568], [-0.3879, -5.1336, 0.6497], [-0.2073, -3.3310, -0.9415], [0.7919, -3.9991, -1.6095], [1.5161, -4.8257, -1.0299], [0.9095, -3.7314, -2.7757], [-1.4519, -1.2232, 0.7334], [-2.4268, -1.8741, -0.4123], [-2.0517, -3.6822, 1.6074], [-0.6570, -5.3081, 1.6029], [0.5036, -5.4959, 0.3344], [-6.5541, 3.8739, 2.8359], [-5.2037, 3.0333, 2.0966], [-3.9123, 3.2557, 2.5834], [-2.8536, 2.5990, 2.0260], [-1.2560, 2.9158, 2.6552], [-2.9657, 1.6581, 0.9354], [-1.9754, 1.0500, 0.4711], [-4.3167, 1.4968, 0.4659], [-4.6430, 0.6320, -0.6571], [-3.8786, -0.0044, -1.3525], [-5.3941, 2.1723, 1.0510], [-3.7499, 3.9474, 3.3995], [-5.7322, 0.5790, -0.8707], [-6.3909, 2.0054, 0.6584], [4.4890, 0.0861, -5.9563], [3.4273, 0.7267, -6.0851], [3.0341, 1.4214, -7.0397], [2.4693, 0.6639, -4.8742], [2.8698, 0.1018, -3.6691], [1.9999, 0.1062, -2.5938], [0.7834, 0.6473, -2.6267], [0.3800, 1.1612, -3.7993], [1.1777, 1.1703, -4.9350], [-1.0287, 1.7574, -3.8110], [-1.7469, 1.5030, -4.8046], [-1.3606, 2.4090, -2.7971], [3.8549, -0.3388, -3.6043], [2.2894, -0.3486, -1.6514], [0.8166, 1.5974, -5.8596], [-4.8306, -0.9475, -11.3789], [-4.4846, -1.1631, -10.3027], [-4.0729, -1.4369, -8.9514], [-4.1107, -2.7424, -8.4746], [-3.7311, -3.0136, -7.1740], [-3.3283, -1.9788, -6.3326], [-3.2724, -0.6648, -6.8127], [-3.6407, -0.4053, -8.1173], [-2.9673, -2.2588, -5.0047], [-3.1391, -3.4293, -4.2837], [-2.6537, -3.1672, -3.0436], [-2.1996, -1.8708, -2.9643], [-2.3934, -1.3621, -4.1440], [-4.4275, -3.5454, -9.1269], [-3.7370, -4.0329, -6.8160], [-2.9257, 0.1467, -6.1842], [-3.5910, 0.6077, -8.4916], [-3.5780, -4.3128, -4.7070], [-2.6018, -3.8402, -2.2048], [-2.1134, -0.3636, -4.4495], [4.3934, 2.1902, 5.3763], [4.4978, 1.5250, 3.9991], [5.8850, 1.8476, 3.4201], [4.4459, 0.0085, 4.2064], [3.3833, 2.0889, 3.0559], [3.7001, 3.4729, 2.8043], [1.9497, 2.1222, 3.6198], [1.2216, 0.8334, 4.0513], [0.9545, 0.7344, 5.5312], [0.3778, 1.7977, 6.2250], [0.1089, 1.7157, 7.5811], [0.4180, 0.5488, 8.2595], [0.0952, 0.4394, 9.9736], [0.9709, -0.5319, 7.5999], [1.2306, -0.4299, 6.2402], [3.4098, 1.5218, 1.6090], [2.4932, 0.4461, 1.2997], [1.2430, 0.5657, 0.8243], [0.6918, -0.6196, 0.6976], [1.6658, -1.4581, 1.1114], [2.7793, -0.8622, 1.4879], [5.2057, 1.8286, 6.0096], [3.4545, 1.9511, 5.8791], [4.4934, 3.2775, 5.3288], [6.6447, 1.5855, 4.1590], [5.9925, 2.9009, 3.1682], [6.0966, 1.2605, 2.5277], [5.3443, -0.2927, 4.7511], [4.4166, -0.5389, 3.2667], [3.5947, -0.2977, 4.8076], [3.6090, 3.9542, 3.6331], [1.3605, 2.6164, 2.8468], [1.9617, 2.8221, 4.4606], [1.7463, -0.0573, 3.7214], [0.2541, 0.8101, 3.5409], [0.1142, 2.7020, 5.6907], [-0.3446, 2.5433, 8.1083], [1.1953, -1.4397, 8.1420], [1.6548, -1.2796, 5.7194], [4.4089, 1.2196, 1.3080], [3.1143, 2.3520, 0.9673], [0.7776, 1.5040, 0.5714], [1.5834, -2.5321, 1.0911]], "forces_ev_per_a": [[0.1, -1.0, 0.5], [-0.1, 0.4, 0.0], [-0.1, -0.3, 0.2], [-0.1, 0.2, 0.0], [0.0, 0.0, 0.0], [0.2, -0.1, 0.1], [-0.5, -0.2, -0.1], [0.3, 0.0, 0.0], [0.1, 0.1, 0.0], [0.0, -0.1, -0.1], [0.1, -0.2, 0.0], [0.0, 0.0, -0.1], [0.0, 0.0, 0.0], [-0.1, 0.0, 0.0], [0.0, 0.0, 0.0], [0.0, 0.0, 0.0], [0.0, 0.1, 0.1], [0.0, 0.0, 0.1], [-0.1, 0.0, 0.0], [0.0, -0.1, 0.0], [0.1, 0.2, 0.4], [-0.1, 0.0, -0.1], [0.0, 0.0, 0.1], [0.0, 0.0, -0.1], [0.0, 0.0, 0.0], [0.0, 0.0, 0.0], [0.0, 0.0, 0.0], [0.0, 0.0, 0.0], [0.2, -0.1, 0.1], [0.0, 0.0, 0.0], [-0.1, 0.1, -0.1], [-0.1, 0.0, 0.1], [0.0, 0.0, 0.0], [0.0, 0.0, 0.0], [-0.2, 0.0, -0.1], [0.0, 0.0, 0.1], [0.0, 0.1, 0.0], [0.2, 0.3, -0.5], [0.0, 0.0, -0.3], [-0.1, 0.6, -0.2], [0.0, 0.0, 0.0], [0.0, 0.0, 0.1], [0.0, 0.0, 0.0], [0.0, 0.0, 0.0], [0.0, 0.0, 0.1], [0.0, 0.1, -0.2], [0.0, -0.1, 0.0], [0.0, 0.0, 0.0], [0.1, 0.0, 0.0], [0.0, -0.1, 0.0], [0.0, 0.0, 0.0], [0.0, 0.1, 0.0], [0.0, 0.0, -0.1], [-0.1, 0.0, 0.0], [0.1, -0.1, 0.1], [0.1, 0.1, 0.0], [0.0, 0.0, 0.0], [0.0, 0.0, 0.0], [0.0, 0.1, 0.0], [0.0, 0.0, 0.0], [0.0, 0.0, 0.0], [0.0, 0.0, 0.0], [0.0, 0.1, 0.0], [0.0, 0.0, 0.1], [0.0, 0.0, 0.0], [0.0, 0.0, 0.0], [0.0, 0.0, 0.0], [0.0, 0.1, -0.1], [0.0, 0.1, -0.1], [0.0, -0.1, 0.0], [-0.1, 0.0, -0.1], [0.0, 0.0, 0.0], [0.0, 0.0, 0.0], [0.0, 0.0, 0.0], [0.0, 0.0, 0.0], [0.0, 0.0, 0.0], [0.0, 0.0, 0.0], [0.0, 0.0, 0.0], [-0.1, 0.0, 0.0], [-0.1, 0.0, 0.1], [-0.1, -0.1, 0.0], [-0.3, -0.1, 0.1], [0.3, 0.1, -0.1], [0.2, 0.0, 0.1], [0.0, 0.0, 0.0], [0.0, 0.0, 0.0], [0.0, 0.0, 0.0], [0.0, 0.0, 0.0], [0.0, 0.0, 0.0], [0.0, 0.0, -0.1], [0.0, 0.0, 0.0], [0.0, 0.0, -0.1], [-0.1, 0.0, 0.0], [0.0, 0.0, 0.0], [0.0, 0.0, 0.0], [0.0, 0.0, 0.0], [0.1, -0.1, -0.1], [0.0, 0.0, 0.0], [0.0, 0.0, 0.0], [0.0, 0.0, 0.0], [0.0, 0.0, 0.0], [0.0, 0.0, 0.0], [0.0, -0.1, 0.0], [0.1, 0.0, 0.0], [0.0, 0.1, 0.0], [0.0, 0.0, 0.0]]}